## P
{"formula": "C3H5ClOS", "method": "wB97M-V/def2-TZVPD", "smiles": "OC[C@@H](Cl)C=S", "lumo_energy_ev": -0.9948, "spin_multiplicity": 1, "elements": ["O", "C", "C", "Cl", "C", "S", "H", "H", "H", "H", "H"], "xyz": [[2.04, 1.15, 0.41], [0.73, 1.37, 0.69], [-0.18, 0.45, -0.03], [-0.59, 0.72, -1.83], [0.15, -1.01, 0.18], [-0.85, -1.95, 1.20], [2.57, 1.97, 0.69], [0.18, 2.39, 0.59], [0.42, 1.11, 1.80], [-1.26, 0.72, 0.44], [1.29, -1.21, 0.03]]}


## Q
{"formula": "C3H5ClOS", "method": "wB97M-V/def2-TZVPD", "smiles": "O[C@@H]1[C@@H](S)[C@@H]1Cl", "lumo_energy_ev": 0.8034, "spin_multiplicity": 1, "elements": ["O", "C", "C", "S", "C", "Cl", "H", "H", "H", "H", "H"], "xyz": [[-0.78, 1.87, -0.20], [-0.02, 1.01, 0.44], [0.71, -0.01, -0.38], [2.36, -0.46, -0.02], [-0.45, -0.40, 0.49], [-2.05, -0.81, -0.11], [-1.74, 1.68, -0.12], [0.50, 1.39, 1.32], [0.45, 0.10, -1.46], [2.93, 0.66, -0.51], [-0.24, -1.02, 1.33]]}


## R
{"formula": "C3H5ClOS", "method": "wB97M-V/def2-TZVPD", "smiles": "OCC(=S)CCl", "lumo_energy_ev": -0.7015, "spin_multiplicity": 1, "elements": ["O", "C", "C", "S", "C", "Cl", "H", "H", "H", "H", "H"], "xyz": [[-0.72, 1.64, 0.11], [0.43, 1.03, -0.52], [0.75, -0.39, -0.05], [2.25, -0.97, -0.27], [-0.37, -1.06, 0.67], [-1.67, -1.30, -0.51], [-1.40, 0.95, 0.00], [1.35, 1.69, -0.50], [0.17, 0.88, -1.57], [-0.70, -0.39, 1.51], [-0.10, -2.08, 1.12]]}


Energy relative to the most stable one, in kJ/mol: P 112.8; Q 22.2; R 0.0


## P
{"formula": "C5H14NO2", "method": "wB97M-V/def2-TZVPD", "lumo_energy_ev": -9.4431, "total_charge": 1, "spin_multiplicity": 1, "elements": ["C", "O", "C", "C", "C", "C", "N", "H", "H", "H", "H", "H", "H", "H", "H", "H", "H", "H", "H", "H", "H", "O"], "xyz": [[0.75, -1.54, 1.35], [-0.56, -0.75, -2.27], [-0.24, -1.02, 0.54], [-0.65, 0.37, 0.60], [-2.14, 0.62, 0.50], [-2.74, 1.25, -0.53], [2.87, 0.54, 1.68], [0.97, -2.60, 1.20], [1.48, -0.89, 1.82], [0.37, -0.55, -2.16], [-0.68, -1.66, -0.22], [-0.34, 0.87, -0.35], [-0.12, 0.89, 1.41], [-2.78, 0.26, 1.31], [-2.12, 1.48, -1.38], [-3.82, 1.41, -0.53], [3.81, 0.15, 1.74], [2.39, 0.18, 0.86], [2.97, 1.54, 1.56], [-0.67, -1.15, -3.14], [1.95, 1.03, -1.57], [1.37, 0.38, -1.12]]}


## Q
{"formula": "C5H14NO2", "method": "wB97M-V/def2-TZVPD", "lumo_energy_ev": -3.5882, "total_charge": 1, "spin_multiplicity": 1, "elements": ["O", "C", "C", "C", "C", "C", "N", "H", "H", "H", "H", "H", "H", "H", "H", "H", "H", "H", "H", "H", "H", "O"], "xyz": [[-1.90, 1.35, 0.41], [-0.82, 0.97, 0.71], [-0.48, -0.49, 0.94], [0.81, -1.26, 0.21], [2.11, -0.44, 0.59], [2.80, 0.11, -0.60], [-1.59, -1.37, 0.28], [0.17, 1.50, 0.65], [-0.49, -0.78, 1.92], [0.92, -1.26, -0.96], [0.96, -2.34, 0.46], [2.06, 0.39, 1.42], [2.77, -1.08, 1.17], [3.45, 1.06, -0.53], [2.00, 0.50, -1.29], [3.38, -0.60, -1.08], [-2.49, -1.34, 0.76], [-1.51, -1.11, -0.74], [-1.20, -2.38, 0.36], [-1.72, 1.91, -1.84], [-0.87, 0.88, -2.51], [-0.96, 1.27, -1.76]]}


Energy relative to the most stable one, in kJ/mol: P 518.5; Q 0.0


## P
{"formula": "C5H14NO2", "method": "wB97M-V/def2-TZVPD", "lumo_energy_ev": -8.4401, "total_charge": 1, "spin_multiplicity": 1, "elements": ["C", "C", "C", "C", "C", "N", "H", "H", "H", "H", "H", "H", "H", "H", "H", "H", "H", "H", "O", "H", "H", "O"], "xyz": [[-3.25, 1.77, 0.43], [-3.10, 0.36, 1.03], [-2.88, -0.65, -0.08], [-3.58, -1.83, -0.19], [-0.57, 0.06, -0.45], [-1.93, -0.38, -0.99], [-3.37, 2.57, 1.17], [-2.30, 1.94, -0.11], [-4.04, 1.81, -0.35], [-2.14, 0.38, 1.51], [-3.90, 0.03, 1.66], [-4.48, -2.03, 0.38], [-3.22, -2.72, -0.71], [-0.13, -0.95, -0.32], [-0.23, 0.68, -1.31], [-1.78, -0.92, -1.85], [7.06, 1.15, 1.82], [6.92, -0.31, 1.21], [6.69, 0.62, 1.12], [6.42, 0.09, -0.91], [6.73, -1.08, -1.89], [7.07, -0.58, -1.15]]}


## Q
{"formula": "C5H14NO2", "method": "wB97M-V/def2-TZVPD", "lumo_energy_ev": -3.1122, "total_charge": 1, "spin_multiplicity": 1, "elements": ["C", "O", "C", "C", "C", "C", "N", "H", "H", "H", "H", "H", "H", "H", "H", "H", "H", "H", "H", "H", "H", "O"], "xyz": [[1.14, 2.45, 0.40], [-0.30, 2.27, 0.31], [1.78, 1.38, 1.25], [1.80, -0.07, 0.69], [0.42, -0.61, 0.43], [0.20, -1.75, -0.21], [-1.22, -2.14, -0.38], [1.42, 2.53, -0.64], [1.32, 3.46, 0.70], [-0.68, 2.63, 1.13], [2.81, 1.63, 1.43], [1.17, 1.41, 2.15], [2.43, -0.09, -0.19], [2.37, -0.57, 1.46], [-0.35, 0.07, 0.72], [0.85, -2.40, -0.76], [-1.44, -3.13, -0.38], [-1.70, -1.79, -1.22], [-1.79, -1.81, 0.39], [-4.14, -1.35, -2.14], [-2.89, -0.91, -3.00], [-3.19, -1.22, -2.14]]}


Energy relative to the most stable one, in kJ/mol: P 545.5; Q 0.0


## P
{"formula": "C5H14NO2", "method": "wB97M-V/def2-TZVPD", "lumo_energy_ev": -9.7725, "total_charge": 1, "spin_multiplicity": 1, "elements": ["O", "C", "C", "N", "C", "C", "C", "H", "H", "H", "H", "H", "H", "H", "H", "H", "H", "H", "H", "H", "H", "O"], "xyz": [[2.83, 0.77, -0.72], [2.13, -0.76, -0.68], [0.96, -0.32, 0.21], [0.23, -1.43, 0.72], [-2.32, 1.56, 0.12], [-1.08, 1.07, 0.82], [-0.08, 0.69, -0.28], [3.27, -0.08, -0.85], [1.88, -0.93, -1.73], [2.77, -1.60, -0.39], [1.48, 0.19, 1.03], [-3.07, 2.00, 0.78], [0.77, -2.30, 0.78], [-2.07, 2.20, -0.75], [-2.77, 0.59, -0.27], [-1.31, 0.20, 1.45], [-0.70, 1.85, 1.49], [-0.59, 0.26, -1.14], [0.50, 1.58, -0.49], [-2.90, -1.84, -0.51], [-0.77, -1.61, 0.34], [-2.19, -1.30, -0.13]]}


## Q
{"formula": "C5H14NO2", "method": "wB97M-V/def2-TZVPD", "lumo_energy_ev": -3.3413, "total_charge": 1, "spin_multiplicity": 1, "elements": ["C", "O", "C", "C", "C", "C", "N", "H", "H", "H", "H", "H", "H", "H", "H", "H", "H", "H", "H", "H", "H", "O"], "xyz": [[-1.12, -1.55, 0.19], [-0.37, -0.71, 1.03], [-1.69, -0.82, -1.18], [-0.65, -0.33, -2.18], [0.21, 0.63, -1.58], [1.24, 0.27, -0.74], [1.52, 1.28, 0.32], [-0.42, -2.44, 0.00], [-1.93, -1.87, 0.90], [-0.98, -0.20, 1.59], [-2.42, -1.61, -1.65], [-2.30, 0.03, -0.77], [-0.39, -1.13, -2.83], [-1.39, 0.30, -2.84], [-0.01, 1.68, -1.62], [1.82, -0.54, -0.51], [0.58, 1.87, 0.45], [2.33, 1.98, 0.26], [1.61, 0.84, 1.36], [2.07, 0.17, 3.29], [0.94, 1.34, 3.57], [1.34, 0.81, 2.93]]}


## R
{"formula": "C5H14NO2", "method": "wB97M-V/def2-TZVPD", "lumo_energy_ev": -8.3391, "total_charge": 1, "spin_multiplicity": 1, "elements": ["C", "O", "C", "C", "C", "C", "O", "N", "H", "H", "H", "H", "H", "H", "H", "H", "H", "H", "H", "H", "H", "H"], "xyz": [[-1.84, 1.25, 0.24], [0.36, 2.92, 1.55], [-0.79, 0.06, 0.26], [0.32, 0.25, -0.78], [1.45, -0.78, -0.61], [1.11, -2.05, -1.32], [-0.08, -2.56, -0.76], [-0.32, -0.18, 1.47], [-2.72, 0.97, 0.83], [-1.37, 2.10, 0.76], [-2.13, 1.54, -0.76], [-1.42, -0.80, -0.13], [0.79, 1.21, -0.60], [-0.11, 0.19, -1.77], [2.40, -0.35, -0.94], [1.61, -0.91, 0.46], [1.94, -2.75, -1.23], [1.03, -1.81, -2.38], [-0.10, -3.52, -0.77], [-1.01, -0.44, 2.19], [0.38, 3.57, 2.27], [0.49, 2.08, 2.01]]}


Energy relative to the most stable one, in kJ/mol: P 708.6; Q 0.0; R 181.2


## P
{"formula": "C4H8OS", "method": "wB97M-V/def2-TZVPD", "lumo_energy_ev": [0.1321, 0.1324], "spin_multiplicity": 1, "elements": ["C", "C", "C", "C", "O", "S", "H", "H", "H", "H", "H", "H", "H", "H"], "xyz": [[1.26, -1.06, -0.42], [0.43, -0.15, 0.35], [-2.07, 0.23, 0.19], [-0.66, 0.76, -0.21], [3.58, -0.14, 0.62], [2.61, 0.34, -0.32], [1.67, -1.97, 0.03], [1.15, -1.06, -1.53], [0.49, -0.10, 1.40], [-2.03, -0.89, 0.35], [-2.90, 0.38, -0.57], [-2.42, 0.67, 1.12], [-0.55, 1.86, 0.25], [-0.57, 1.13, -1.26]]}


## Q
{"formula": "C4H8OS", "method": "wB97M-V/def2-TZVPD", "smiles": "CSCC(C)=O", "lumo_energy_ev": 0.7362, "spin_multiplicity": 1, "elements": ["C", "S", "C", "C", "C", "O", "H", "H", "H", "H", "H", "H", "H", "H"], "xyz": [[-2.28, -0.66, -0.52], [-1.30, 0.64, 0.35], [0.09, -0.34, 0.92], [1.39, -0.27, 0.03], [1.67, 1.21, -0.40], [2.10, -1.20, -0.03], [-2.81, -0.24, -1.42], [-3.16, -1.06, 0.04], [-1.72, -1.51, -0.85], [-0.08, -1.30, 1.26], [0.61, 0.24, 1.84], [2.63, 1.45, 0.12], [1.99, 1.18, -1.39], [0.87, 1.84, 0.05]]}


Energy relative to the most stable one, in kJ/mol: P 177.8; Q 0.0


## P
{"formula": "CH9N4P", "method": "wB97M-V/def2-TZVPD", "lumo_energy_ev": [0.6483, 0.7810], "spin_multiplicity": 1, "elements": ["C", "N", "N", "N", "N", "P", "H", "H", "H", "H", "H", "H", "H", "H", "H"], "xyz": [[1.82, -2.39, -1.26], [-1.67, 1.50, 0.57], [1.07, 0.60, -1.42], [-1.48, 1.37, 1.98], [0.18, -0.24, -1.02], [0.07, -1.87, -0.89], [1.90, -3.45, -1.03], [2.51, -1.83, -0.62], [2.07, -2.24, -2.31], [-1.03, 2.21, 0.23], [-2.62, 1.79, 0.32], [-1.87, 0.48, 2.27], [1.91, 0.12, -1.74], [-1.92, 2.12, 2.51], [-0.66, 0.25, -0.66]]}


## Q
{"formula": "CH9N4P", "method": "wB97M-V/def2-TZVPD", "lumo_energy_ev": [0.6264, 0.5095], "spin_multiplicity": 1, "elements": ["C", "N", "N", "N", "N", "P", "H", "H", "H", "H", "H", "H", "H", "H", "H"], "xyz": [[2.26, -0.12, 0.84], [1.71, 0.89, 0.00], [-0.78, -0.39, 1.31], [-1.40, -0.95, -1.06], [-1.67, 1.60, -0.44], [-0.67, 0.28, -0.23], [2.16, 0.11, 1.89], [3.37, -0.16, 0.56], [1.62, -0.99, 0.64], [-1.43, -1.14, 1.24], [0.03, -0.40, 1.91], [-0.95, -1.83, -0.81], [-1.64, -0.90, -2.07], [-2.36, 1.47, 0.31], [-1.28, 2.50, -0.68]]}


Energy relative to the most stable one, in kJ/mol: P 0.0; Q 49.6


## P
{"formula": "C5H13N2O", "method": "wB97M-V/def2-TZVPD", "lumo_energy_ev": [-4.4058, -3.7662], "total_charge": 1, "spin_multiplicity": 1, "elements": ["C", "C", "C", "C", "C", "N", "N", "O", "H", "H", "H", "H", "H", "H", "H", "H", "H", "H", "H", "H", "H"], "xyz": [[-0.01, 1.34, -0.50], [2.05, -0.67, 0.55], [-1.62, 0.25, 0.90], [1.49, -0.59, -0.90], [-1.49, -1.09, 0.12], [-1.52, 1.22, -0.27], [0.24, 0.09, -1.11], [-2.38, -1.23, -0.80], [0.01, 2.20, -1.20], [0.52, 1.70, 0.40], [2.29, 0.23, 1.01], [1.12, -1.15, 1.08], [2.95, -1.22, 0.50], [-0.79, 0.72, 1.59], [-2.47, 0.32, 1.52], [1.32, -1.71, -1.20], [2.29, -0.06, -1.59], [-0.87, -1.83, 0.49], [-1.96, 2.13, -0.22], [-1.84, 0.68, -1.02], [-2.20, -2.02, -1.32]]}


## Q
{"formula": "C5H13N2O", "method": "wB97M-V/def2-TZVPD", "lumo_energy_ev": -3.1837, "total_charge": 1, "spin_multiplicity": 1, "elements": ["C", "C", "C", "N", "H", "H", "H", "H", "H", "H", "H", "O", "C", "C", "N", "H", "H", "H", "H", "H", "H"], "xyz": [[0.35, -1.79, -1.17], [1.39, -1.26, -0.18], [2.69, 0.69, -0.37], [1.52, 0.20, -0.27], [0.27, -2.88, -1.10], [-0.64, -1.35, -1.03], [0.63, -1.54, -2.19], [2.36, -1.80, -0.47], [1.08, -1.52, 0.83], [3.53, 0.02, -0.52], [2.84, 1.81, -0.46], [-3.39, 1.48, -0.30], [-2.96, 0.66, 0.50], [-1.56, 0.57, 1.11], [-0.60, 1.50, 0.52], [-3.63, -0.17, 0.90], [-1.64, 0.70, 2.20], [-1.23, -0.47, 0.93], [0.41, 1.03, 0.36], [-0.91, 1.80, -0.38], [-0.53, 2.33, 1.10]]}


Energy relative to the most stable one, in kJ/mol: P 333.1; Q 0.0


## P
{"formula": "C5H13N2O", "method": "wB97M-V/def2-TZVPD", "smiles": "CC(C)[C@H]([NH3+])C(N)=O", "lumo_energy_ev": -3.2640, "total_charge": 1, "spin_multiplicity": 1, "elements": ["C", "C", "C", "C", "N", "C", "N", "O", "H", "H", "H", "H", "H", "H", "H", "H", "H", "H", "H", "H", "H"], "xyz": [[-0.60, 1.32, -0.92], [0.19, 0.79, 0.30], [1.54, 1.46, 0.45], [0.25, -0.73, 0.31], [0.94, -1.24, -0.91], [-1.16, -1.33, 0.22], [-1.95, -1.23, 1.29], [-1.50, -1.85, -0.83], [-0.08, 2.15, -1.40], [-1.55, 1.74, -0.61], [-0.87, 0.60, -1.69], [-0.38, 1.06, 1.18], [2.28, 1.23, -0.32], [1.41, 2.55, 0.44], [2.02, 1.25, 1.40], [0.78, -1.06, 1.21], [1.59, -0.55, -1.28], [0.19, -1.53, -1.57], [1.46, -2.09, -0.70], [-1.64, -0.95, 2.20], [-2.90, -1.58, 1.23]]}


## Q
{"formula": "C5H13N2O", "method": "wB97M-V/def2-TZVPD", "smiles": "C=C([NH3+])C[C@H](N)CO", "lumo_energy_ev": -3.3639, "total_charge": 1, "spin_multiplicity": 1, "elements": ["C", "C", "N", "C", "C", "N", "C", "O", "H", "H", "H", "H", "H", "H", "H", "H", "H", "H", "H", "H", "H"], "xyz": [[-1.60, 2.16, -0.57], [-0.58, 1.34, -0.75], [-0.20, 0.94, -2.17], [0.31, 0.74, 0.31], [0.33, -0.78, 0.34], [-1.00, -1.31, 0.11], [1.16, -1.21, 1.64], [1.83, -2.38, 1.26], [-2.12, 2.65, -1.39], [-1.80, 2.49, 0.44], [0.33, 1.71, -2.59], [-1.08, 0.71, -2.61], [0.31, 0.07, -2.08], [1.26, 1.27, 0.31], [-0.13, 1.08, 1.27], [0.96, -1.27, -0.42], [-1.63, -1.29, 0.91], [-0.89, -2.29, -0.11], [0.36, -1.45, 2.33], [1.81, -0.38, 1.87], [2.38, -2.82, 1.89]]}


Energy relative to the most stable one, in kJ/mol: P 0.0; Q 209.5